# 1
{
  "formula": "C27H70F3IN16O12P3S",
  "method": "ωB97M-V/def2-TZVPD",
  "species": ["C", "C", "O", "N", "C", "C", "C", "C", "C", "C", "P", "S", "O", "P", "C", "C", "C", "I", "O", "C", "C", "N", "C", "C", "C", "O", "P", "C", "C", "O", "C", "C", "F", "F", "F", "H", "H", "H", "H", "H", "H", "H", "H", "H", "H", "H", "H", "H", "H", "H", "H", "H", "H", "H", "H", "H", "H", "H", "H", "H", "H", "H", "H", "H", "H", "H", "H", "H", "H", "H", "H", "H", "H", "H", "H", "H", "H", "C", "O", "N", "N", "H", "H", "H", "H", "C", "O", "N", "N", "H", "H", "H", "H", "C", "O", "N", "N", "H", "H", "H", "H", "C", "O", "N", "N", "H", "H", "H", "H", "C", "O", "N", "N", "H", "H", "H", "H", "C", "O", "N", "N", "H", "H", "H", "H", "C", "O", "N", "N", "H", "H", "H", "H"],
  "coordinates": [[6.13, -3.24, -1.68], [5.43, -2.51, -0.54], [5.41, -3.02, 0.56], [4.76, -1.30, -0.79], [5.35, -0.41, -1.79], [3.30, -1.47, -0.89], [2.61, -0.48, 0.03], [1.08, -0.55, 0.00], [0.38, -0.13, 1.32], [-0.24, 1.27, 1.25], [1.11, 2.53, 0.97], [2.73, 2.43, 2.07], [-1.17, 1.26, 0.21], [-2.71, 2.08, 0.47], [-2.11, 3.63, -0.41], [-2.13, 3.77, -1.93], [-3.52, 3.85, -2.57], [-0.82, 2.42, -2.98], [-3.30, 1.40, -0.97], [-4.05, 0.22, -0.91], [-3.19, -1.03, -0.72], [-3.96, -2.24, -0.35], [-5.22, -2.37, -1.05], [-5.89, -3.72, -0.78], [-5.22, -4.91, -1.45], [-6.08, -3.90, 0.63], [-4.70, 3.13, 1.01], [-4.27, 4.47, 2.22], [-5.55, 1.93, 2.13], [-1.97, 2.65, 2.02], [-1.13, 1.66, 2.48], [-0.51, 2.07, 3.80], [-1.49, 2.09, 4.75], [0.40, 1.17, 4.23], [0.05, 3.29, 3.81], [7.02, -2.69, -1.97], [6.45, -4.21, -1.30], [5.50, -3.32, -2.56], [4.64, -0.08, -2.54], [5.70, 0.50, -1.28], [6.22, -0.83, -2.29], [2.98, -1.32, -1.93], [3.04, -2.49, -0.62], [3.00, -0.59, 1.05], [2.93, 0.52, -0.28], [0.66, 0.02, -0.82], [0.80, -1.59, -0.20], [1.06, -0.22, 2.17], [-0.44, -0.82, 1.49], [1.39, 2.46, -0.41], [0.48, 3.78, 1.13], [-3.18, 0.95, 1.23], [-1.07, 3.77, -0.10], [-2.63, 4.51, -0.03], [-1.66, 4.73, -2.15], [-3.51, 4.45, -3.48], [-3.89, 2.86, -2.81], [-4.19, 4.29, -1.84], [-4.57, 0.13, -1.87], [-4.84, 0.24, -0.15], [-2.46, -0.85, 0.06], [-2.60, -1.19, -1.64], [-3.39, -3.02, -0.65], [-5.13, -2.31, -2.15], [-5.93, -1.61, -0.73], [-6.89, -3.63, -1.23], [-5.89, -5.77, -1.37], [-4.28, -5.20, -0.98], [-5.10, -4.72, -2.52], [-6.95, -4.29, 0.73], [-5.05, 5.24, 2.22], [-3.32, 4.96, 1.97], [-4.18, 4.07, 3.23], [-6.56, 1.72, 1.78], [-5.00, 0.99, 2.23], [-5.65, 2.34, 3.14], [-1.63, 0.71, 2.73], [6.16, 2.60, -3.56], [5.23, 1.93, -3.98], [5.96, 3.79, -2.94], [7.47, 2.19, -3.65], [6.67, 4.36, -2.52], [5.01, 4.09, -2.87], [7.65, 1.31, -4.09], [8.24, 2.73, -3.30], [-2.86, -5.24, 1.92], [-2.78, -4.84, 0.78], [-3.93, -4.91, 2.71], [-1.91, -6.03, 2.51], [-4.03, -5.22, 3.66], [-4.63, -4.32, 2.30], [-1.10, -6.27, 1.96], [-1.98, -6.35, 3.45], [-3.68, -9.47, 4.39], [-4.06, -8.98, 5.43], [-3.72, -8.81, 3.20], [-3.17, -10.75, 4.33], [-3.41, -9.19, 2.33], [-4.09, -7.87, 3.20], [-3.12, -11.26, 5.18], [-2.84, -11.17, 3.48], [-4.11, 3.69, -6.60], [-4.37, 4.27, -5.57], [-4.25, 4.29, -7.83], [-3.66, 2.41, -6.62], [-4.04, 3.83, -8.70], [-4.58, 5.24, -7.84], [-3.54, 1.96, -5.73], [-3.43, 1.91, -7.46], [7.32, 6.79, -0.69], [7.32, 6.03, -1.64], [8.35, 6.92, 0.18], [6.23, 7.58, -0.41], [8.30, 7.49, 0.99], [9.16, 6.34, 0.03], [5.45, 7.52, -1.03], [6.20, 8.22, 0.36], [1.54, -5.70, 1.42], [0.66, -6.35, 0.88], [2.73, -6.26, 1.80], [1.41, -4.37, 1.67], [3.47, -5.74, 2.23], [2.86, -7.24, 1.61], [0.54, -3.94, 1.39], [2.12, -3.81, 2.09], [6.18, 5.01, 2.68], [7.25, 5.57, 2.45], [5.08, 5.21, 1.91], [6.02, 4.14, 3.72], [4.20, 4.74, 2.06], [5.18, 5.82, 1.11], [6.82, 3.96, 4.30], [5.16, 3.66, 3.91]],
  "charge": -1,
  "e_lumo_ev": 1.933,
  "homo_ev": -4.176,
  "orbital_gap_ev": 6.11
}


# 2
{
  "formula": "C2HMnO3",
  "method": "ωB97M-V/def2-TZVPD",
  "species": ["O", "O", "O", "C", "C", "Mn", "H"],
  "coordinates": [[1.01, 1.49, 0.58], [-1.01, -0.55, -1.25], [0.27, -0.35, 0.99], [-0.31, 0.49, -1.26], [0.67, 0.42, 0.00], [-0.93, -1.73, 0.29], [0.69, 0.93, 1.66]],
  "charge": 1,
  "multiplicity": 6,
  "e_lumo_ev": [-6.931, -7.075],
  "relative_energy_kcal_mol": 0.00,
  "s_squared": 8.7590,
  "homo_ev": [-13.356, -13.472],
  "orbital_gap_ev": [6.42, 6.40]
}


# 3
{
  "formula": "C44H45ClIN5O6PRuSSi",
  "method": "ωB97M-V/def2-TZVPD",
  "species": ["Ru", "O", "C", "O", "C", "C", "C", "C", "C", "C", "S", "H", "H", "H", "H", "Cl", "C", "C", "C", "I", "C", "O", "C", "N", "C", "C", "C", "C", "H", "H", "H", "H", "C", "N", "C", "P", "O", "N", "C", "C", "N", "C", "C", "H", "H", "H", "H", "H", "H", "H", "H", "H", "H", "H", "H", "H", "H", "H", "H", "H", "H", "C", "C", "C", "C", "C", "C", "Si", "C", "C", "C", "C", "C", "C", "C", "C", "C", "C", "C", "C", "H", "H", "H", "H", "H", "H", "H", "H", "H", "H", "H", "H", "H", "H", "H", "O", "C", "C", "C", "C", "O", "N", "H", "H", "H", "H"],
  "coordinates": [[-0.23, 0.70, -0.43], [2.40, -0.30, 2.88], [1.64, 0.47, 2.28], [1.31, 0.32, 1.08], [1.09, 1.66, 3.04], [1.43, 1.76, 4.39], [0.95, 2.78, 5.19], [0.09, 3.72, 4.62], [-0.26, 3.62, 3.29], [0.24, 2.60, 2.46], [-0.26, 2.70, 0.78], [2.10, 1.01, 4.78], [1.23, 2.84, 6.23], [-0.32, 4.53, 5.22], [-0.93, 4.34, 2.86], [-6.65, 3.16, -2.44], [-4.94, 2.89, -2.19], [-4.02, 3.65, -2.86], [-2.65, 3.47, -2.70], [-1.35, 4.73, -3.70], [-2.12, 2.47, -1.87], [-0.88, 2.24, -1.70], [-3.12, 1.73, -1.12], [-2.61, 0.85, -0.23], [-3.41, 0.16, 0.55], [-4.81, 0.27, 0.46], [-5.36, 1.14, -0.45], [-4.51, 1.92, -1.27], [-4.37, 4.41, -3.55], [-2.94, -0.50, 1.25], [-5.44, -0.33, 1.11], [-6.43, 1.25, -0.55], [-2.97, -3.46, 1.20], [-2.01, -3.41, 2.27], [-1.83, -4.67, 2.94], [-1.18, -2.01, 2.61], [-0.87, -1.20, 1.41], [0.15, -2.55, 3.44], [0.60, -2.02, 4.71], [1.21, -3.10, 2.62], [-2.14, -1.14, 3.65], [-1.98, 0.29, 3.77], [-2.94, -1.75, 4.69], [-2.76, -4.31, 0.55], [-2.87, -2.57, 0.58], [-3.99, -3.54, 1.59], [-1.52, -5.44, 2.23], [-2.76, -5.00, 3.42], [-1.06, -4.57, 3.71], [-0.22, -1.50, 5.21], [1.42, -1.32, 4.56], [0.93, -2.84, 5.36], [0.82, -3.34, 1.64], [1.60, -4.01, 3.09], [2.00, -2.35, 2.52], [-1.43, 0.66, 2.91], [-1.45, 0.56, 4.69], [-2.96, 0.76, 3.78], [-3.03, -2.82, 4.52], [-3.95, -1.32, 4.70], [-2.50, -1.59, 5.69], [2.50, 4.67, -4.15], [1.98, 3.57, -4.81], [1.67, 2.41, -4.11], [1.93, 2.29, -2.75], [2.39, 3.44, -2.09], [2.67, 4.61, -2.78], [1.79, 0.68, -1.73], [3.52, 0.57, -0.90], [3.81, -0.43, 0.04], [5.09, -0.63, 0.52], [6.15, 0.14, 0.06], [5.90, 1.11, -0.89], [4.61, 1.31, -1.36], [2.11, -0.79, -2.92], [1.87, -2.09, -2.47], [2.20, -3.21, -3.22], [2.81, -3.06, -4.45], [3.10, -1.79, -4.91], [2.77, -0.68, -4.14], [2.74, 5.57, -4.69], [1.77, 3.62, -5.87], [1.21, 1.59, -4.64], [2.54, 3.41, -1.02], [3.03, 5.48, -2.23], [3.01, -1.03, 0.43], [5.26, -1.39, 1.28], [7.15, -0.01, 0.45], [6.71, 1.72, -1.27], [4.45, 2.07, -2.11], [1.39, -2.24, -1.50], [1.97, -4.19, -2.83], [3.06, -3.93, -5.05], [3.61, -1.65, -5.85], [3.05, 0.29, -4.51], [-1.28, 0.82, -3.86], [-1.32, -0.28, -3.34], [-1.90, -1.48, -4.09], [-1.80, -2.60, -3.09], [-1.02, -1.98, -1.94], [-0.61, -2.66, -1.02], [-0.84, -0.63, -2.11], [-1.29, -1.64, -4.98], [-2.91, -1.23, -4.42], [-1.26, -3.48, -3.45], [-2.76, -2.94, -2.70]],
  "charge": -2,
  "multiplicity": 2,
  "e_lumo_ev": [3.934, 3.933],
  "s_squared": 0.7602,
  "homo_ev": [-1.723, -1.613],
  "orbital_gap_ev": [5.66, 5.55]
}


no.,molecular weight (g mol⁻¹)
1,1119.84
2,127.96
3,1094.43